C27H27Cl6N6O4V | ωB97M-V/def2-TZVPD

```
71
Properties=species:S:1:pos:R:3
H 0.04 6.01 1.94
H 2.33 5.02 2.56
H -0.37 -5.03 4.48
C 0.70 -2.98 1.39
N 2.36 -0.14 1.49
H 0.27 -6.20 2.50
H 3.22 -1.68 2.60
C 1.96 -5.15 -2.65
H 0.94 -4.92 0.41
Cl -4.38 2.64 2.28
Cl -3.38 -3.49 -3.00
H -0.06 -5.31 -3.31
H -1.29 5.75 -4.64
N -2.24 4.76 -1.54
C -0.88 4.13 2.04
Cl -7.08 1.73 1.69
C -0.49 4.00 -3.60
O -2.58 0.14 0.01
H 3.58 0.87 -1.50
Cl -3.19 -0.56 -3.69
C 0.66 -4.62 -2.90
H 1.37 -1.46 -2.00
C 0.33 -5.12 2.48
H 3.49 -2.61 -1.36
H -1.84 4.59 1.89
H 5.33 -1.76 1.45
O 1.29 -0.10 4.03
C 2.58 0.57 0.32
H -5.00 0.70 1.36
C -4.01 -1.84 -2.71
N 0.48 2.17 2.62
H 5.65 -0.50 -0.66
H -1.72 3.09 -0.55
C -1.57 3.59 -1.49
C -2.08 5.54 -2.65
Cl -5.76 -1.92 -3.02
C 3.69 0.43 -0.52
C -0.72 2.76 2.29
H 1.15 -2.43 0.56
C 0.38 -3.25 -2.70
C -0.04 -4.44 3.63
H -0.09 -2.61 4.55
N -1.40 0.07 -0.24
H 2.49 2.58 2.88
C 1.45 4.41 2.50
C 3.46 -0.90 1.90
H 0.08 3.53 -4.39
C 0.70 -4.40 1.33
H -0.63 -2.93 -2.91
C 1.51 3.02 2.75
O -0.98 0.04 -1.35
C -0.59 3.19 -2.44
C 1.50 -2.51 -2.16
C 4.76 -0.30 -0.07
H 1.78 1.11 -0.16
H -2.83 6.31 -2.74
C 2.67 -3.16 -1.80
O -0.60 -0.03 0.69
H -0.04 2.27 -2.35
H -1.59 2.13 2.20
C 4.58 -1.07 1.08
N 2.93 -4.46 -2.04
C 0.21 4.95 2.10
Cl -5.12 2.18 -0.53
H 2.11 -6.17 -2.96
V 0.38 -0.09 2.72
C 0.10 -3.07 3.59
H -3.75 -1.60 -1.68
C -1.27 5.17 -3.73
C -5.36 1.71 1.18
N 0.44 -2.29 2.52
```

Output
**Gap between HOMO and LUMO (alpha / beta)**: 6.713 / 2.827 eV
**HOMO energy (alpha / beta)**: -13.543 / -13.543 eV
**Calculated total energy**: -5378.93820 Eh
**Spin multiplicity**: 3
**Net charge**: +2
**Max |F|**: 0.1086 hartree/bohr

The molecule's Mulliken atomic charges, reported in e, are given here: 0.481, 0.447, 0.455, -0.248, 0.868, 0.421, 0.434, -0.450, 0.375, -0.137, -0.142, 0.412, 0.438, -0.228, -0.696, -0.111, -0.454, -0.514, 0.455, -0.143, -0.190, 0.252, -0.240, 0.432, 0.471, 0.454, -0.487, -0.396, 0.164, 0.402, 0.199, 0.428, 0.746, -0.141, -0.287, -0.111, -0.413, 0.166, 0.431, -0.321, -0.742, 0.364, 0.690, 0.478, -0.901, -0.631, 0.427, -0.763, 0.184, -0.232, -0.460, -0.117, 0.059, -0.468, 0.356, 0.424, -0.163, -0.381, 0.422, 0.222, -0.605, -0.537, -0.296, -0.127, 0.373, 0.881, -0.268, -0.055, -0.270, 0.205, 0.709

=====

C27H27ClN7O6S2Ti | ωB97M-V/def2-TZVPD

```
71
Properties=species:S:1:pos:R:3
H 3.99 3.04 3.74
C -1.61 1.30 3.65
C -3.64 -5.20 -1.31
C 3.13 2.18 0.80
N -0.06 -0.79 -2.52
C -0.75 0.00 -3.41
H 2.31 3.67 -1.21
C -1.59 0.70 2.37
C -0.94 1.35 1.30
C -3.07 -3.24 -0.03
C -0.39 3.18 2.78
C -2.17 0.33 -3.10
H -4.27 -2.16 2.95
N 1.26 -0.27 -4.16
H 0.13 3.10 0.70
H 4.78 4.97 1.25
O 1.96 -3.24 1.71
H -2.11 0.80 4.47
C 2.82 0.61 2.64
C 0.06 0.33 -4.45
C -3.20 -2.41 1.12
O -2.81 1.03 -3.89
N -2.41 -1.23 1.12
C -0.09 1.13 -5.69
O -2.58 -0.17 -2.01
H 2.07 -0.18 -4.76
Cl -1.02 3.25 5.42
H -2.64 -5.33 -3.20
H 1.95 -2.15 -1.46
O -0.87 0.80 0.12
C -0.35 2.61 1.53
Ti -1.18 -0.91 -0.63
H 3.14 -1.06 -2.20
C -2.30 -0.54 2.21
N 3.15 1.93 2.13
H 1.74 0.47 2.70
C 2.28 -1.71 -2.40
H -2.79 -0.90 3.12
H 4.00 3.39 -1.65
H 3.25 0.50 3.63
S 0.83 -2.33 1.57
C 3.34 3.88 -0.93
C -4.69 -4.79 0.90
C -2.79 -4.77 -2.29
C 1.17 -0.94 -3.00
H 5.16 3.33 1.83
C -4.83 -3.98 1.98
C -1.01 2.51 3.84
H -1.40 -3.19 -2.85
C -3.81 -4.43 -0.14
H -5.52 -4.24 2.78
C -4.10 -2.78 2.09
H 2.60 -2.51 -3.08
H 3.51 4.96 -0.95
H -5.26 -5.71 0.81
H -4.19 -6.12 -1.42
H 2.90 3.95 2.66
O 0.85 1.26 -6.43
H 0.05 4.15 2.95
C 4.85 3.92 0.97
N 0.29 -2.04 0.22
H -1.92 1.45 -5.15
C -2.09 -3.56 -2.09
S 2.57 1.07 -0.31
H 5.63 3.82 0.20
C 3.08 2.98 3.13
O -1.27 1.68 -5.89
H 2.24 2.77 3.80
N -2.22 -2.83 -1.01
N 3.59 3.43 0.43
H 3.23 -0.16 1.99
```

Output
**Gap between HOMO and LUMO (alpha / beta)**: 6.424 / 6.933 eV
**HOMO energy (alpha / beta)**: -7.636 / -8.098 eV
**Calculated total energy**: -3986.10416 Eh
**Spin multiplicity**: 2
**Max |F|**: 0.0095 hartree/bohr

The molecule's Mulliken atomic charges, reported in e, are given here: 0.338, -1.325, -0.605, -0.198, 0.739, 0.026, 0.295, 0.225, 0.546, 0.282, -0.650, 0.897, 0.335, 0.004, 0.470, 0.301, -0.570, 0.472, -0.997, -0.074, 0.780, -0.881, 0.558, 0.500, -0.422, 0.252, -0.242, 0.428, 0.095, -0.205, -0.481, -0.329, 0.329, 0.490, 0.201, 0.119, -1.263, 0.174, 0.350, 0.382, 0.287, -1.066, -0.861, -1.021, 0.116, 0.401, -1.004, 0.092, 0.420, 0.651, 0.379, -0.991, 0.425, 0.365, 0.410, 0.429, 0.410, -0.628, 0.497, -1.168, -0.309, 0.463, 0.000, -0.015, 0.388, -1.375, -0.555, 0.497, 0.711, 0.242, 0.463

=====

C27H27CsF18N6O3PS | ωB97M-V/def2-TZVPD

```
84
Properties=species:S:1:pos:R:3
H 3.30 3.40 2.47
F -4.64 4.15 -1.78
N 2.53 -3.59 1.10
C -3.53 1.52 -2.04
C -0.27 4.26 1.41
C 4.41 -3.66 -0.46
O 2.16 -4.14 -1.06
C 1.45 2.57 1.80
C 3.51 1.04 1.71
H 3.05 -3.84 3.09
C 1.95 1.09 1.90
C 1.11 -3.51 1.42
C -2.54 2.23 2.64
H -5.25 2.77 0.01
O 1.41 0.27 1.02
H 0.82 -4.33 2.08
F -2.88 4.99 -0.81
H -6.81 1.69 2.47
C 0.61 5.27 1.71
F -3.38 1.72 -3.35
C -3.86 2.37 3.03
H 0.40 -4.53 -4.70
F -3.01 0.31 -1.77
H -6.85 3.32 1.80
N -0.82 1.96 1.06
C -2.17 2.25 1.28
H 1.35 -6.01 -4.40
F 0.31 0.52 3.55
H 0.91 -2.55 1.91
H -1.27 4.50 1.08
F -0.41 -2.19 -4.81
H 4.52 -3.67 -1.54
F 0.18 0.02 -4.73
H 4.81 -2.73 -0.06
H 4.99 -4.49 -0.04
P 0.80 -1.28 -5.45
H 3.71 6.09 1.71
H 0.29 6.30 1.65
H 1.72 -4.49 -3.54
F 2.08 1.47 4.33
C -1.39 -5.30 -1.13
H -6.41 3.07 3.50
N -0.44 -3.24 -2.08
F -0.11 -1.02 -6.75
F 1.71 -1.58 -4.13
H 4.42 -3.68 2.00
C -3.17 2.46 0.31
F 1.41 -2.62 -6.14
H 0.51 -3.58 0.53
C -2.78 2.62 -1.19
H -4.11 2.33 4.09
N -0.33 -6.74 -2.55
H 3.36 5.87 3.42
S -2.37 -4.75 0.10
H -1.76 2.07 3.37
C -4.48 2.60 0.75
C 1.91 4.96 2.10
C 2.93 -3.82 -0.16
F 4.27 1.49 2.75
C 0.01 -5.53 -2.85
H 0.52 -3.05 -1.81
F -4.87 1.42 -1.82
N -0.62 -4.62 -2.04
C -6.31 2.67 2.49
H 3.45 -2.25 2.44
F 2.17 -0.58 3.64
C 1.63 0.63 3.36
C 2.29 3.62 2.14
C -4.86 2.55 2.09
F 3.93 -0.22 1.51
N -1.19 -6.58 -1.49
H -1.60 -7.37 -1.03
H 2.42 7.02 2.47
Cs 0.06 0.25 -1.31
F 2.00 -0.40 -6.08
F 3.90 1.74 0.63
C 2.90 6.04 2.44
C 3.42 -3.31 2.21
C -3.28 4.02 -1.67
O -1.48 2.52 -1.39
C 0.92 -5.12 -3.94
F -2.79 4.34 -2.87
H -0.58 -2.94 -3.04
C 0.10 2.89 1.43
```

Output
**Gap between HOMO and LUMO (alpha / beta)**: 6.948 / 6.819 eV
**HOMO energy (alpha / beta)**: -3.038 / -3.261 eV
**Calculated total energy**: -4157.03997 Eh
**Spin multiplicity**: 2
**Net charge**: -2
**Max |F|**: 0.0118 hartree/bohr

The molecule's Mulliken atomic charges, reported in e, are given here: 0.531, -0.301, 0.223, 0.359, -0.278, -1.523, -0.641, -0.409, 0.146, 0.334, 1.527, -0.132, -0.273, 0.409, -0.831, 0.325, -0.254, 0.286, -1.336, -0.280, -1.216, 0.269, -0.241, 0.375, 0.222, -0.682, 0.354, -0.225, 0.017, 0.454, -0.445, 0.315, -0.350, 0.352, 0.387, 1.234, 0.304, 0.328, 0.232, -0.318, 0.187, 0.373, -0.648, -0.382, -0.332, 0.456, -0.148, -0.396, -0.259, 1.402, 0.338, -0.987, 0.342, -0.462, 0.478, -0.295, 0.757, 0.948, -0.309, 1.111, 0.069, -0.305, 0.485, -1.492, 0.156, -0.222, 0.378, -0.692, 0.352, -0.138, 0.155, 0.165, 0.375, 1.339, -0.395, -0.267, -1.575, -1.020, 0.437, -0.845, -1.073, -0.257, 0.297, 0.646

=====

C27H27FeN2O | ωB97M-V/def2-TZVPD

```
58
Properties=species:S:1:pos:R:3
C 0.63 3.68 2.38
C -2.01 -2.28 1.85
C 3.30 -2.05 -0.71
H -1.21 2.45 -2.07
C -0.22 3.95 1.29
H -1.35 3.13 -0.33
C -0.76 -2.17 -0.13
H 4.12 -2.90 1.12
H 0.15 3.25 -2.90
C -0.67 2.92 0.50
C 3.82 -3.20 0.11
C 2.14 -1.34 -0.33
H 0.67 0.28 2.17
C -4.38 -0.94 -0.36
H -0.47 4.99 1.04
C -0.61 0.51 -0.28
N 1.68 1.00 -2.95
H -2.14 -0.03 2.10
H 1.96 1.49 -3.79
Fe -2.68 -1.86 0.01
C -0.39 2.29 -2.77
H -3.97 -4.31 -0.56
C 0.43 1.31 1.92
C -0.29 1.60 0.75
H 2.64 5.51 4.18
H 3.08 -4.01 0.21
C -1.02 -0.81 0.31
C -3.58 -1.09 -1.57
H 3.09 3.89 3.56
C 1.66 -0.36 -1.19
N 0.46 0.43 -1.25
H -1.49 0.85 -0.84
H -5.21 -2.50 1.06
C -1.84 -0.89 1.51
H -2.50 -2.64 2.75
C 3.56 -0.66 -2.70
C 3.98 -1.70 -1.88
C -1.36 -3.07 0.84
H -0.14 -2.45 -0.98
H 4.07 -0.36 -3.62
H 1.83 4.05 4.84
C 0.55 1.25 -2.30
C -3.94 -3.23 -0.67
H 1.44 2.10 3.66
C 2.39 -0.01 -2.31
C 0.86 2.33 2.76
H -3.35 -0.30 -2.29
H -4.81 -0.01 0.00
C -3.31 -2.50 -1.76
H 4.87 -2.28 -2.14
H -1.26 -4.16 0.84
C -4.60 -2.27 0.19
H 1.61 -1.55 0.60
C 2.27 4.51 3.94
H 4.70 -3.62 -0.39
O 1.25 4.75 2.95
H -0.82 2.02 -3.74
H -2.81 -2.95 -2.62
```

Output
**Gap between HOMO and LUMO (alpha / beta)**: 3.543 / 5.557 eV
**HOMO energy (alpha / beta)**: -0.936 / -2.961 eV
**Calculated total energy**: -2493.30984 Eh
**Spin multiplicity**: 5
**Net charge**: -1
**Max |F|**: 0.0657 hartree/bohr

The molecule's natural (NBO) atomic charges, reported in e, are given here: 0.304, -0.335, -0.039, 0.226, -0.280, 0.202, -0.333, 0.203, 0.192, -0.207, -0.619, -0.292, 0.238, -0.363, 0.213, -0.024, -0.562, 0.223, 0.402, 0.459, -0.644, 0.215, -0.203, 0.036, 0.192, 0.213, -0.192, -0.375, 0.184, 0.132, -0.352, 0.200, 0.214, -0.352, 0.215, -0.344, -0.234, -0.348, 0.233, 0.199, 0.176, 0.250, -0.349, 0.210, 0.199, -0.308, 0.212, 0.215, -0.350, 0.190, 0.217, -0.347, 0.240, -0.254, 0.199, -0.509, 0.193, 0.216